Entry 1:
Density functional theory data (wB97M-V/def2-TZVPD) for a molecular structure, C6H14AlO3.

## Properties
E_HOMO: -12.347 eV
Electronic energy: -704.860621 Ha
Orbital gap: 8.1 eV
ΔE to the lowest compared entry with this formula, charge and spin: 28.0 kcal/mol
Charge: +1

Each line ends with the Mulliken charge.
Cartesian coordinates (Å):
C: 0.3989 -2.2691 -3.5250  -0.72
O: 0.7714 -1.4968 -2.4122  -0.30
C: 0.6867 -0.1133 -2.6413  -0.56
C: 1.0506 0.6314 -1.3825  -0.61
O: 0.0357 0.4504 -0.4242  -0.28
C: 0.4125 0.7491 0.8919  -0.85
C: -0.8508 0.6612 1.7181  -0.08
O: -0.5354 0.6222 3.0966  -0.08
C: -1.6788 0.6480 3.9355  -0.67
Al: 1.2456 0.0706 3.6562  0.50
H: 0.5083 -3.3251 -3.2512  0.24
H: -0.6517 -2.0792 -3.8056  0.31
H: 1.0429 -2.0528 -4.3952  0.29
H: -0.3372 0.1620 -2.9551  0.34
H: 1.3836 0.1884 -3.4446  0.42
H: 1.1525 1.7092 -1.5987  0.38
H: 2.0352 0.2807 -1.0253  0.35
H: 0.8716 1.7416 1.0477  0.42
H: 1.3101 0.1277 1.0659  0.30
H: -1.4695 -0.2118 1.4549  0.37
H: -1.4802 1.5424 1.5122  0.33
H: -2.2187 1.5981 3.8031  0.31
H: -2.3513 -0.1930 3.7051  0.32
H: -1.3320 0.5581 4.9738  0.28

***

Entry 2:
Density functional theory data (wB97M-V/def2-TZVPD) for 2 unconnected molecules or ions with the total composition C6H14BN.

## Properties
E_HOMO (alpha / beta): -7.427 / -7.759 eV
Electronic energy: -316.420524 Ha
Orbital gap (alpha / beta): 7.1 / 7.5 eV
ΔE to the lowest compared entry with this formula, charge and spin: 144.5 kcal/mol
Charge: 0

Each line ends with the Mulliken charge.
Cartesian coordinates (Å):
B: 1.2015 0.6299 -0.4760  0.03
C: 2.9774 0.6105 1.2400  -0.56
C: 2.6244 0.8614 0.0146  -0.09
C: -3.2499 -0.3324 0.1756  -1.01
C: -0.1618 0.6342 0.1410  -0.64
C: -2.0104 -0.7418 1.1710  -0.80
C: -0.6218 -0.7380 0.5769  -0.32
N: 1.3023 -0.8829 -2.7415  -0.63
H: 4.0042 0.7685 1.5652  0.25
H: 2.2750 0.1212 1.8801  0.22
H: 3.2432 1.3288 -0.7410  0.31
H: -3.5393 -1.3167 -0.4240  0.25
H: -2.9314 0.4276 -0.4120  0.36
H: -4.0356 0.1384 0.7968  0.29
H: -0.7285 0.9804 -0.6419  0.28
H: -0.3597 1.3607 0.8975  0.33
H: -2.0321 -0.1204 2.0095  0.42
H: -2.2050 -1.7784 1.5202  0.33
H: -0.4575 -1.3979 -0.2916  0.34
H: 0.1091 -1.1083 1.2836  0.32
H: 1.7913 -0.0892 -3.1001  0.16
H: 0.4179 -0.9906 -3.2520  0.15

***

Entry 3:
Density functional theory data (wB97M-V/def2-TZVPD) for a single C6H14BNO2 molecule.

## Properties
E_HOMO: -8.754 eV
Electronic energy: -467.052665 Ha
Orbital gap: 9.6 eV
SMILES: CON1BOC[C@H]1C(C)C
ΔE to the lowest compared entry with this formula, charge and spin: 98.0 kcal/mol
Charge: 0

Each line ends with the Mulliken charge.
Cartesian coordinates (Å):
B: -2.1297 -1.1713 -0.1441  0.14
C: -0.0436 -1.9797 0.1515  -0.52
C: -0.0726 -0.5427 0.7446  0.09
C: 2.3759 -0.1790 0.8607  -1.62
C: 1.2356 0.5104 -1.1765  -1.37
C: -2.1620 2.1063 -0.3084  -0.64
C: 1.0888 0.3781 0.3265  0.40
N: -1.3337 -0.0712 0.2754  0.58
O: -1.3614 -2.2852 -0.1561  -0.53
O: -1.7403 1.1877 0.7256  -0.40
H: -3.2523 -1.2954 -0.5480  -0.10
H: 0.7397 -2.1469 -0.6846  0.19
H: 0.2875 -2.7823 0.8587  0.23
H: 0.1009 -0.5193 1.8849  0.23
H: 2.5210 -1.1217 0.3910  0.34
H: 2.3493 -0.2013 1.8841  0.52
H: 3.3073 0.4773 0.5533  0.34
H: 0.3497 0.9104 -1.5118  0.28
H: 1.5084 -0.4819 -1.6019  0.29
H: 2.0958 1.1347 -1.5116  0.41
H: -2.7312 2.8273 0.1595  0.32
H: -2.7269 1.6009 -1.0028  0.31
H: -1.2667 2.2966 -0.9874  0.20
H: 0.8605 1.3483 0.8173  0.31

***

Entry 4:
Density functional theory data (wB97M-V/def2-TZVPD) for 2 unconnected molecules or ions with the total composition C6H14Br2Si.

## Properties
E_HOMO: -10.210 eV
Electronic energy: -5674.601174 Ha
Orbital gap: 10.8 eV
SMILES: CC(C)(C)[SiH](Br)Br.C=C
ΔE to the lowest compared entry with this formula, charge and spin: 0.0 kcal/mol
Charge: 0

Each line ends with the Mulliken charge.
Cartesian coordinates (Å):
C: -2.4822 -0.6232 -3.1354  -0.45
C: 2.1225 0.7069 2.2145  -1.66
C: 0.4634 1.5964 0.5688  -1.71
C: 0.3475 -0.7904 1.2965  -1.72
C: -2.1106 -1.8031 -2.6847  -0.48
C: 1.2859 0.3740 0.9761  1.48
Si: 2.4208 -0.1045 -0.4745  0.69
Br: 3.9384 1.4842 -0.8064  -0.27
Br: 3.5222 -1.9792 -0.0199  -0.26
H: -2.0994 -0.2181 -4.0575  0.23
H: -3.1891 -0.0047 -2.6056  0.23
H: 1.7482 -0.3103 -1.7459  -0.17
H: 2.7454 -0.1378 2.5091  0.40
H: 2.7672 1.5655 2.0350  0.41
H: 1.4696 0.9474 3.0521  0.39
H: 1.1023 2.4136 0.2351  0.40
H: -0.1202 1.9566 1.4158  0.40
H: -0.2265 1.3501 -0.2378  0.41
H: 0.9042 -1.6541 1.6587  0.41
H: -0.3563 -0.4966 2.0736  0.40
H: -0.2241 -1.0934 0.4208  0.39
H: -1.4070 -2.4220 -3.2180  0.23
H: -2.4961 -2.2110 -1.7640  0.24

***

Entry 5:
Density functional theory data (wB97M-V/def2-TZVPD) for 2 unconnected molecules or ions with the total composition C6H14F3O6P2S.

## Properties
E_HOMO: -4.906 eV
Electronic energy: -2068.920742 Ha
Orbital gap: 7.4 eV
Charge: -1

Each line ends with the Mulliken charge.
Cartesian coordinates (Å):
O: 0.5667 -5.5516 3.0058  -0.69
P: -0.5443 -4.6498 3.4560  0.34
P: -0.4764 -2.7421 2.3232  0.09
O: -1.7676 -2.0287 3.2827  -0.37
C: -1.9077 -0.6475 3.0329  -0.56
C: -1.2942 -0.4029 1.6242  0.04
S: -0.9476 1.3640 1.3278  1.25
O: -0.7295 2.0553 2.5555  -0.68
O: -2.0660 1.9053 0.6233  -0.69
C: 0.5331 1.6386 0.2156  0.66
F: 0.1918 2.3476 -0.8216  -0.22
F: 1.4377 2.2885 0.8994  -0.26
F: 1.0949 0.5370 -0.2188  -0.23
O: -0.3798 -1.3430 1.2431  -0.27
H: -0.4257 -4.4653 4.8626  0.02
H: -1.7609 -5.3002 3.1027  0.03
H: -1.3751 -3.3465 1.3691  -0.12
H: 0.7149 -3.2402 1.6925  -0.05
H: 0.3903 -2.0313 3.2551  -0.11
H: -2.9435 -0.3294 3.1190  0.34
H: -1.3618 -0.1764 3.8555  0.29
H: -2.1552 -0.6045 0.9678  0.20
C: 2.7603 2.3634 -4.1139  -0.96
C: 1.5781 2.2083 -5.0398  0.83
O: 1.6915 1.6958 -6.1295  -0.56
C: 0.2498 2.7220 -4.5421  -0.93
H: 3.6485 1.9547 -4.5917  0.30
H: 2.9294 3.4196 -3.8978  0.31
H: 2.5791 1.8225 -3.1836  0.21
H: 0.3142 3.7934 -4.3452  0.31
H: -0.0338 2.1951 -3.6297  0.19
H: -0.5114 2.5486 -5.3000  0.30

***

Entry 6:
Density functional theory data (wB97M-V/def2-TZVPD) for a molecular structure, C6H14I2N.

## Properties
E_HOMO (alpha / beta): -12.046 / -12.047 eV
Electronic energy: -886.721404 Ha
Orbital gap (alpha / beta): 7.5 / 7.5 eV
ΔE to the lowest compared entry with this formula, charge and spin: 110.0 kcal/mol
Charge: +1

Each line ends with the Mulliken charge.
Cartesian coordinates (Å):
C: 1.2816 -1.0225 2.2534  -1.61
C: -1.1748 -0.5586 2.7224  -1.52
C: 0.6063 1.4229 -3.0093  -0.80
C: -0.0456 -0.4893 1.6199  1.88
C: 0.0872 0.6061 0.8089  -0.71
C: -0.0875 -0.3922 -1.6239  -1.17
N: -0.5368 0.5598 -2.6436  0.01
I: -1.3067 2.1279 0.5782  0.19
I: -1.5333 -1.9100 -0.9765  0.06
H: 1.9464 -1.3084 1.4293  0.42
H: 1.2728 -1.8800 2.8789  0.41
H: 1.9058 -0.1654 2.6348  0.36
H: -2.0118 -0.0419 2.3627  0.48
H: -1.4810 -1.5697 3.1167  0.35
H: -0.7455 -0.1952 3.5901  0.42
H: 0.1469 2.2670 -3.5854  0.35
H: 1.2368 1.8361 -2.0215  0.25
H: 1.2236 0.8996 -3.6592  0.41
H: -0.4037 -1.3649 0.8228  -0.60
H: 1.0538 0.9359 0.3285  0.47
H: 0.7551 -0.9180 -1.9163  0.58
H: -0.8953 0.1138 -3.5658  0.40
H: -1.2942 1.0471 -2.1449  0.37

***

Entry 7:
Density functional theory data (wB97M-V/def2-TZVPD) for a single C6H14N2 molecule.

## Properties
E_HOMO: -8.225 eV
Electronic energy: -346.419029 Ha
Orbital gap: 9.3 eV
SMILES: CC[C@H](C)/N=C/NC
ΔE to the lowest compared entry with this formula, charge and spin: 67.9 kcal/mol
Charge: 0

Each line ends with the Mulliken charge.
Cartesian coordinates (Å):
C: 2.9510 -1.3052 -0.1376  -1.23
C: 2.1004 -0.2005 0.5029  -0.58
C: 0.9643 0.4641 -0.4843  0.26
C: 0.6374 1.9307 -0.1066  -1.52
C: -1.3534 -0.3646 -0.0716  0.18
C: -3.6915 -0.3110 0.3749  -0.69
H: 3.7240 -0.8314 -0.6957  0.35
H: 2.6298 -2.2277 -0.7007  0.29
H: 3.5606 -1.7883 0.6174  0.39
H: 1.7060 -0.5771 1.4574  0.33
H: 2.7242 0.5536 0.8063  0.41
H: 1.4826 0.5405 -1.4840  0.15
H: 0.2112 1.8958 0.9028  0.29
H: -0.1014 2.2552 -0.7473  0.47
H: 1.4605 2.6215 -0.2957  0.43
H: -1.5684 -0.0441 0.9911  0.09
H: -2.7260 -0.9548 -1.4456  0.25
H: -4.1175 -1.2755 0.8372  0.21
H: -4.3022 0.3306 -0.4009  0.29
H: -3.3746 0.1647 1.2927  0.28
N: -0.2954 -0.3499 -0.6504  -0.51
N: -2.6218 -0.5266 -0.5623  -0.14

***

Entry 8:
Density functional theory data (wB97M-V/def2-TZVPD) for a single C6H14N2 molecule.

## Properties
E_HOMO: -8.858 eV
Electronic energy: -346.454848 Ha
Orbital gap: 10.1 eV
SMILES: C=CCCCNCN
ΔE to the lowest compared entry with this formula, charge and spin: 45.4 kcal/mol
Charge: 0

Each line ends with the Mulliken charge.
Cartesian coordinates (Å):
C: -0.4295 1.3584 -0.1591  -0.65
N: 0.2262 0.4448 -1.2092  -0.45
C: 1.5200 0.9242 -1.6395  -0.40
N: 2.3631 -0.3146 -1.7750  -0.64
C: -1.7302 0.6257 0.2693  -0.67
C: -1.5636 -0.0442 1.6425  -0.82
C: -1.0524 -1.4873 1.5988  -0.03
C: 0.2262 -1.7801 1.6948  -0.86
H: -0.6397 2.2918 -0.6584  0.40
H: 0.3306 1.3511 0.6248  0.41
H: 0.3113 -0.3918 -0.6493  0.26
H: 2.0753 1.6339 -1.0190  0.33
H: 1.4573 1.3410 -2.6432  0.27
H: 1.8723 -1.0192 -2.3045  0.22
H: 3.1845 -0.0486 -2.2999  0.22
H: -2.5038 1.3840 0.3268  0.36
H: -1.9725 -0.1227 -0.4848  0.44
H: -0.9838 0.5709 2.3389  0.43
H: -2.5298 -0.1606 2.1497  0.35
H: -1.8928 -2.1639 1.6368  0.32
H: 1.0127 -1.0419 1.8190  0.23
H: 0.6962 -2.7613 1.7393  0.27

***

Entry 9:
Density functional theory data (wB97M-V/def2-TZVPD) for a single C6H14N2 molecule.

## Properties
E_HOMO: -7.478 eV
Electronic energy: -346.477277 Ha
Orbital gap: 8.5 eV
SMILES: CC/C(=C\N)CCN
ΔE to the lowest compared entry with this formula, charge and spin: 31.3 kcal/mol
Charge: 0

Each line ends with the Mulliken charge.
Cartesian coordinates (Å):
C: 0.2348 0.9517 -2.0628  -0.28
C: -0.0743 -0.3870 -1.3251  -1.20
C: -0.2406 -0.2888 0.1895  0.57
C: -1.3944 -0.6039 0.8091  -0.19
N: -1.6175 -0.3047 2.1320  -0.44
C: 1.0591 0.0977 0.8704  -0.97
C: 1.5623 -0.8519 1.9940  -1.14
N: -0.9887 1.5469 -2.6351  -0.62
H: 0.6767 1.6036 -1.3038  0.20
H: 0.9473 0.8176 -2.8815  0.28
H: -0.8736 -0.8373 -1.9265  0.50
H: 0.8207 -1.0123 -1.4292  0.31
H: -2.1876 -1.0545 0.2254  0.37
H: -0.9853 0.2366 2.6772  0.19
H: -2.2322 -0.8525 2.6987  0.18
H: 1.8345 0.3283 0.1545  0.45
H: 0.7628 1.0508 1.3360  0.36
H: 1.4651 -1.9071 1.7428  0.31
H: 1.1443 -0.5466 2.9372  0.30
H: 2.6467 -0.6556 2.0256  0.35
H: -0.8329 1.8006 -3.6055  0.23
H: -1.7272 0.8684 -2.6231  0.22

***

Entry 10:
Density functional theory data (wB97M-V/def2-TZVPD) for 2 unconnected molecules or ions with the total composition C6H14N2.

## Properties
E_HOMO: -8.270 eV
Electronic energy: -346.467142 Ha
Orbital gap: 9.2 eV
SMILES: CN=C(C)C.C=CN
ΔE to the lowest compared entry with this formula, charge and spin: 37.7 kcal/mol
Charge: 0

Each line ends with the Mulliken charge.
Cartesian coordinates (Å):
C: -1.2690 0.1466 0.0968  1.10
C: 1.6750 0.4260 -0.8876  0.27
C: -1.0970 -1.3465 0.2356  -1.35
C: -2.0065 0.6217 -1.1191  -1.26
C: 2.3632 0.4104 0.2699  -1.27
N: 1.6161 -0.6280 -1.7791  -0.51
C: -0.2209 0.6443 2.1299  -0.64
N: -1.0024 0.9964 1.0040  -0.54
H: 1.1420 1.3052 -1.2044  0.34
H: 2.0009 -1.5046 -1.4452  0.23
H: 0.7549 -0.7328 -2.2891  0.26
H: -1.4454 0.3780 -2.0254  0.27
H: -1.7237 -1.7183 1.0473  0.40
H: -1.3605 -1.8655 -0.6815  0.33
H: -0.0658 -1.5879 0.4936  0.33
H: -2.1539 1.6983 -1.0663  0.35
H: -2.9803 0.1311 -1.1923  0.36
H: 2.6262 1.3413 0.7423  0.36
H: 3.0440 -0.4009 0.4854  0.29
H: 0.8515 0.4136 1.7103  0.09
H: -0.1534 1.4999 2.8003  0.29
H: -0.5947 -0.2280 2.6746  0.28